1.
Formula: C2H7S
Source: OMol25
Level of theory: ωB97M-V/def2-TZVPD

Positions of all 10 atoms, in Å:
1 S 0.513 -2.089 1.988
2 C -0.121 1.019 -0.172
3 C -0.173 -0.169 -1.105
4 H 0.862 1.192 0.264
5 H -1.143 -0.663 -1.095
6 H 0.075 0.068 -2.145
7 H 0.565 -0.906 -0.791
8 H -0.448 1.944 -0.653
9 H 0.690 -1.300 3.060
10 H -0.819 0.904 0.650

As for the charge: -1. Its spin multiplicity is 1. The energy above the lowest of the compared OMol25 structures with the same formula, charge and spin comes out at 0.102 eV. The HOMO-LUMO gap is 6.671 eV.


2.
Formula: C2H7S
Source: OMol25
Level of theory: ωB97M-V/def2-TZVPD

Positions of all 10 atoms, in Å:
1 S -3.570 -2.786 1.480
2 C 4.776 3.479 -0.393
3 C -4.893 -3.445 0.242
4 H -4.511 -3.832 -0.694
5 H 5.589 3.587 0.404
6 H 4.168 4.333 -0.174
7 H 5.144 3.582 -1.448
8 H -5.087 -4.405 0.705
9 H 4.357 2.494 -0.415
10 H -5.972 -3.007 0.293

As for the charge: -1. Its spin multiplicity is 1. The energy above the lowest of the compared OMol25 structures with the same formula, charge and spin comes out at 1.272 eV. The HOMO-LUMO gap is 4.556 eV.


3.
Formula: C2H7S
Source: OMol25
Level of theory: ωB97M-V/def2-TZVPD

Positions of all 10 atoms, in Å:
1 S 0.955 0.659 -1.310
2 C -0.392 -0.363 0.964
3 C -0.549 0.047 -0.497
4 H -0.729 0.431 1.624
5 H -1.009 -1.238 1.155
6 H 1.756 -0.399 -1.078
7 H -0.873 -0.766 -1.147
8 H 0.634 -0.628 1.220
9 H -1.250 0.870 -0.639
10 H 1.457 1.386 -0.292

As for the charge: +1. Its spin multiplicity is 1. The energy above the lowest of the compared OMol25 structures with the same formula, charge and spin comes out at 0.433 eV. The HOMO-LUMO gap is 13.373 eV.


4.
Formula: C2H7S2
Source: OMol25
Level of theory: ωB97M-V/def2-TZVPD

Positions of all 11 atoms, in Å:
1 S 1.641 1.240 0.106
2 S -2.487 0.630 -0.451
3 C -1.236 -0.333 -1.332
4 C 1.647 -0.127 1.309
5 H -1.586 -1.351 -1.487
6 H -0.359 -0.349 -0.684
7 H -0.875 0.078 -2.272
8 H 2.382 0.016 2.104
9 H -1.626 1.515 0.096
10 H 1.835 -1.098 0.836
11 H 0.664 -0.221 1.777

As for the charge: -1. Its spin multiplicity is 1. The energy above the lowest of the compared OMol25 structures with the same formula, charge and spin comes out at 0.640 eV. The HOMO-LUMO gap is 5.802 eV.


5.
Formula: C2H7S2
Source: OMol25
Level of theory: ωB97M-V/def2-TZVPD

Positions of all 11 atoms, in Å:
1 S -0.791 0.875 -1.127
2 S 1.903 -1.430 -0.013
3 C -1.444 1.173 0.632
4 C -1.027 0.083 1.523
5 H 0.084 -0.159 -0.978
6 H -1.496 0.010 2.524
7 H -2.532 1.269 0.591
8 H -1.309 -0.871 1.113
9 H 2.974 -0.547 -0.211
10 H 0.066 0.031 1.670
11 H -0.999 2.173 0.784

As for the charge: -1. Its spin multiplicity is 1. The energy above the lowest of the compared OMol25 structures with the same formula, charge and spin comes out at 0.465 eV. The HOMO-LUMO gap is 6.485 eV.


6.
Formula: C2H7S3
Source: OMol25
Level of theory: ωB97M-V/def2-TZVPD

Positions of all 12 atoms, in Å:
1 S -0.239 1.935 -2.502
2 S 1.400 -0.787 2.159
3 S 0.979 2.836 -0.961
4 C -0.501 -1.072 1.868
5 C -0.188 0.203 -1.901
6 H -0.258 -0.309 -2.841
7 H -0.652 -0.839 0.780
8 H -0.674 -2.146 1.993
9 H -1.206 0.045 -1.498
10 H 1.665 0.464 1.507
11 H -1.059 -0.245 2.590
12 H 0.732 -0.086 -1.194

As for the charge: -1. Its spin multiplicity is 1. The energy above the lowest of the compared OMol25 structures with the same formula, charge and spin comes out at 1.606 eV. The HOMO-LUMO gap is 5.493 eV.


7.
Formula: C2H8
Source: OMol25
Level of theory: ωB97M-V/def2-TZVPD

Positions of all 10 atoms, in Å:
1 C 1.268 -0.820 1.090
2 C -1.268 0.820 -1.090
3 H -1.087 1.456 -1.970
4 H -0.795 1.273 -0.207
5 H -2.351 0.729 -0.921
6 H 0.851 -0.016 1.715
7 H 1.658 -0.393 0.155
8 H -0.839 -0.178 -1.265
9 H 0.480 -1.552 0.860
10 H 2.084 -1.319 1.633

As for the charge: 0. Its spin multiplicity is 1. The energy above the lowest of the compared OMol25 structures with the same formula, charge and spin comes out at 0.000 eV. Its SMILES is C.C. The HOMO-LUMO gap is 14.226 eV.


8.
Formula: C2H8
Source: OMol25
Level of theory: ωB97M-V/def2-TZVPD

Positions of all 10 atoms, in Å:
1 C -0.694 3.867 2.371
2 C 0.694 -3.866 -2.371
3 H 0.431 -4.916 -2.174
4 H 0.037 3.739 3.183
5 H 0.664 -3.678 -3.455
6 H -1.482 3.105 2.465
7 H 1.707 -3.665 -1.992
8 H -0.188 3.753 1.401
9 H -1.144 4.869 2.436
10 H -0.025 -3.207 -1.864

As for the charge: 0. Its spin multiplicity is 1. The energy above the lowest of the compared OMol25 structures with the same formula, charge and spin comes out at 0.016 eV. Its SMILES is C.C. The HOMO-LUMO gap is 14.645 eV.


9.
Formula: C2H8AlAsF6O2
Source: OMol25
Level of theory: ωB97M-V/def2-TZVPD

Positions of all 20 atoms, in Å:
1 As 1.210 1.816 0.729
2 Al -0.620 -1.212 -0.362
3 F -0.137 2.644 1.490
4 F 2.292 3.228 1.029
5 F 2.641 1.005 -0.051
6 F 0.220 0.364 0.307
7 F 1.722 1.111 2.330
8 F 0.583 2.497 -0.793
9 O 0.904 -0.825 -1.744
10 O -2.116 -2.263 0.797
11 C -3.048 -1.474 1.522
12 C 1.805 0.197 -2.060
13 H 0.813 -1.113 -2.656
14 H -3.859 -2.135 1.829
15 H 2.476 0.370 -1.219
16 H -2.593 -1.297 2.497
17 H -3.491 -0.627 0.999
18 H 1.316 1.120 -2.370
19 H 2.368 -0.282 -2.861
20 H -2.485 -3.124 0.585

As for the charge: +2. Its spin multiplicity is 1. The HOMO-LUMO gap is 4.448 eV.


10.
Formula: C2H8BN
Source: OMol25
Level of theory: ωB97M-V/def2-TZVPD

Positions of all 12 atoms, in Å:
1 N -0.053 0.134 0.269
2 C -0.511 -0.607 -0.912
3 C 1.253 -0.432 0.808
4 B -0.461 1.359 0.607
5 H -1.561 -0.336 -0.947
6 H 1.826 -0.588 -0.121
7 H 0.928 -1.372 1.255
8 H 1.695 0.361 1.462
9 H -0.364 -1.673 -0.754
10 H -1.605 2.840 -1.197
11 H -0.433 1.972 1.527
12 H 0.020 -0.399 -1.769

As for the charge: 0. Its spin multiplicity is 1. The energy above the lowest of the compared OMol25 structures with the same formula, charge and spin comes out at 5.568 eV. The HOMO-LUMO gap (alpha / beta) is 7.359 / 8.934 eV.


11.
Formula: C2H8Cl2OSi2
Source: OMol25
Level of theory: ωB97M-V/def2-TZVPD

Positions of all 15 atoms, in Å:
1 Cl -3.990 -1.445 -0.606
2 Cl -3.511 0.687 1.652
3 Si -3.311 0.436 -0.369
4 Si 0.545 0.292 0.323
5 O -0.101 -0.985 1.236
6 C 2.426 0.293 0.822
7 C 0.231 -0.094 -1.546
8 H 2.687 -0.561 1.489
9 H 2.572 1.235 1.293
10 H -0.146 1.446 0.567
11 H -0.872 -0.308 -1.799
12 H 0.957 -0.808 -1.800
13 H 0.455 0.715 -2.260
14 H 3.103 0.313 -0.136
15 H -1.047 -1.216 1.134

As for the charge: 0. Its spin multiplicity is 1. The energy above the lowest of the compared OMol25 structures with the same formula, charge and spin comes out at 2.710 eV. The HOMO-LUMO gap is 8.857 eV.


12.
Formula: C2H8ClN2P
Source: OMol25
Level of theory: ωB97M-V/def2-TZVPD

Positions of all 14 atoms, in Å:
1 Cl -3.133 -0.211 -0.382
2 P 1.156 0.646 -0.539
3 N 1.074 -1.107 -0.847
4 N 1.469 0.737 1.181
5 C -1.445 -0.249 0.125
6 C -0.730 1.030 -0.229
7 H -0.817 1.695 0.667
8 H 0.836 0.120 1.537
9 H 2.034 -1.511 -0.688
10 H 2.372 0.335 1.304
11 H 0.856 -1.293 -1.748
12 H -1.290 1.392 -1.143
13 H -0.967 -1.123 -0.396
14 H -1.414 -0.461 1.157

As for the charge: 0. Its spin multiplicity is 1. The energy above the lowest of the compared OMol25 structures with the same formula, charge and spin comes out at 0.562 eV. Its SMILES is NP(N)CCCl. The HOMO-LUMO gap is 9.571 eV.